Formula: C29H52FN2O11S2
Source: the OMol25 dataset
Level of theory: the ωB97M-V functional and the def2-TZVPD basis

Geometry as XYZ:
```
97
Properties=species:S:1:pos:R:3:mulliken_charge:R:1
C 2.824 3.127 2.602 -0.984
C 2.540 1.681 2.154 -0.619
C 1.886 1.628 0.795 0.283
F 2.749 2.128 -0.149 -0.336
S 1.482 -0.098 0.361 1.156
O 2.777 -0.689 0.090 -0.767
O 0.648 -0.146 -0.818 -0.617
N 0.909 -0.887 1.621 -0.559
S -0.655 -0.766 1.993 1.316
O -0.774 -1.168 3.380 -0.829
O -1.534 -1.490 1.109 -0.654
C -1.124 0.984 1.949 -0.287
C -0.991 1.681 3.139 -0.009
C -1.306 3.036 3.129 -0.367
C -1.731 3.561 1.917 -0.415
C -1.859 2.763 0.788 -0.978
N -1.553 1.466 0.797 -0.234
H 2.053 3.446 3.297 0.116
H 3.762 3.142 3.152 0.310
H 2.870 3.809 1.761 0.345
H 1.931 1.177 2.894 0.391
H 3.480 1.138 2.072 0.464
H 0.993 2.253 0.788 0.014
H -0.638 1.193 4.030 0.625
H -1.201 3.636 4.012 0.497
H -1.973 4.611 1.841 0.453
H -2.197 3.175 -0.146 0.647
C -6.202 1.466 -0.361 -0.999
C -5.408 2.747 -0.356 0.918
O -4.631 3.007 0.533 -0.528
C -5.621 3.692 -1.516 -1.266
H -5.954 0.877 0.517 0.125
H -7.271 1.689 -0.354 0.381
H -5.965 0.879 -1.249 0.345
H -6.665 4.005 -1.556 0.370
H -5.360 3.196 -2.453 0.321
H -4.990 4.569 -1.392 0.324
C -4.249 -2.271 1.870 -0.930
C -5.702 -2.148 1.494 0.919
O -6.065 -1.712 0.424 -0.564
C -6.717 -2.598 2.526 -1.260
H -3.621 -1.923 1.063 0.251
H -4.040 -1.674 2.759 0.302
H -4.012 -3.317 2.079 0.355
H -6.603 -2.013 3.439 0.306
H -6.568 -3.654 2.758 0.341
H -7.723 -2.458 2.135 0.341
C 2.422 3.034 6.752 -1.165
C 0.963 3.179 6.398 0.886
O 0.614 3.664 5.347 -0.475
C -0.041 2.687 7.411 -1.279
H 3.032 3.422 5.939 0.237
H 2.642 3.592 7.663 0.392
H 2.665 1.982 6.908 0.337
H 0.078 3.230 8.350 0.427
H 0.105 1.621 7.593 0.341
H -1.048 2.846 7.033 0.284
C 2.126 -4.791 -3.196 -1.130
C 3.085 -3.661 -2.923 0.710
O 4.227 -3.656 -3.338 -0.622
C 2.525 -2.544 -2.091 -0.880
H 2.607 -5.560 -3.799 0.347
H 1.806 -5.226 -2.254 0.265
H 1.253 -4.412 -3.730 0.332
H 2.218 -2.919 -1.117 0.350
H 1.664 -2.103 -2.597 0.372
H 3.272 -1.774 -1.941 0.291
C -1.847 -7.483 -1.138 -1.244
C -0.812 -6.405 -0.908 0.789
O 0.313 -6.511 -1.338 -0.551
C -1.247 -5.192 -0.123 -0.868
H -1.405 -8.294 -1.714 0.318
H -2.196 -7.874 -0.181 0.342
H -2.695 -7.075 -1.688 0.326
H -1.574 -5.490 0.876 0.342
H -2.072 -4.690 -0.631 0.318
H -0.419 -4.494 -0.028 0.189
C 5.712 -1.601 -5.251 -0.763
C 5.714 -0.102 -5.378 0.877
O 5.771 0.451 -6.456 -0.600
C 5.637 0.696 -4.098 -0.804
H 5.768 -2.046 -6.242 0.318
H 6.568 -1.932 -4.662 0.324
H 4.801 -1.936 -4.759 0.004
H 6.492 0.475 -3.459 0.417
H 4.718 0.453 -3.562 -0.037
H 5.642 1.758 -4.339 0.273
C 1.805 1.973 -3.865 -0.465
C 1.768 3.286 -4.603 0.771
O 1.150 4.241 -4.190 -0.580
C 2.546 3.356 -5.898 -1.028
H 1.215 2.042 -2.955 0.149
H 1.392 1.183 -4.495 0.396
H 2.833 1.730 -3.597 -0.078
H 2.166 2.615 -6.602 0.306
H 3.603 3.156 -5.712 0.208
H 2.441 4.348 -6.332 0.316
```

Computed properties:
E: -2969.636938 hartree
molar mass: 687.9 g mol⁻¹
Kohn-Sham gap: 8.418 eV
net charge: -1
LUMO energy: 2.21 eV

=====

Formula: C29H52P2SiYb
Source: the OMol25 dataset
Level of theory: the ωB97M-V functional and the def2-TZVPD basis

Geometry as XYZ:
```
85
Properties=species:S:1:pos:R:3:mulliken_charge:R:1
Yb 1.329 0.539 1.146 -0.221
C 2.938 2.142 1.859 0.644
C 1.741 2.409 2.651 0.681
C 2.446 0.197 3.104 0.271
C 3.370 0.766 2.129 0.759
C 1.442 1.216 3.429 0.856
C 3.667 3.121 1.051 -1.218
H 3.007 3.898 0.630 0.352
H 4.211 2.659 0.212 0.092
H 4.412 3.633 1.685 0.370
C 4.486 0.069 1.541 -1.173
H 4.933 0.592 0.672 0.058
H 4.234 -0.951 1.186 0.240
H 5.292 -0.023 2.281 0.428
C 2.529 -1.135 3.676 -1.615
H 3.286 -1.091 4.483 0.359
H 2.860 -1.897 2.949 0.291
H 1.588 -1.484 4.125 0.394
C 0.381 1.070 4.433 -1.722
H 0.789 1.385 5.416 0.354
H 0.024 0.031 4.553 0.361
H -0.495 1.705 4.240 0.371
C 1.080 3.695 2.790 -1.563
H 1.492 4.193 3.694 0.376
H -0.010 3.628 2.939 0.285
H 1.262 4.375 1.944 0.396
C 0.890 0.725 -1.135 0.328
C 1.092 2.000 -0.735 -0.252
C 0.028 3.002 -0.537 -1.198
C -1.219 2.443 0.201 -1.192
C -0.973 1.438 1.258 -0.145
C -1.005 0.089 1.075 -0.449
C -1.177 -0.562 -0.249 -0.441
C -0.381 0.069 -1.420 -1.092
H -0.243 3.365 -1.555 0.587
H -1.918 2.002 -0.528 0.176
H 0.399 3.902 -0.003 0.325
H -1.000 0.818 -1.940 0.231
H 1.815 0.093 -1.370 0.231
H 2.118 2.413 -0.768 0.885
H -0.192 -0.728 -2.184 0.525
H -0.937 -1.653 -0.194 0.418
H -1.056 -0.587 1.957 0.577
H -2.272 -0.522 -0.464 0.045
H -1.777 3.297 0.657 0.508
H -1.011 1.816 2.298 0.709
P -4.855 -2.385 -1.720 0.446
P -6.495 -4.068 0.429 0.182
C -6.545 -3.024 -2.219 -0.814
C -7.015 -4.209 -1.366 -0.940
H -6.472 -3.326 -3.272 0.425
H -7.266 -2.193 -2.159 0.428
H -8.109 -4.272 -1.379 0.463
H -6.619 -5.157 -1.770 0.404
C -7.015 -5.728 1.025 -1.085
H -6.953 -5.751 2.124 0.364
H -6.328 -6.498 0.639 0.337
H -8.040 -5.980 0.721 0.312
C -7.934 -3.074 1.038 -1.118
H -8.895 -3.520 0.749 0.343
H -7.876 -2.051 0.640 0.279
H -7.885 -3.011 2.137 0.372
C -3.927 -2.851 -3.247 -1.180
H -2.917 -2.416 -3.204 0.246
H -4.431 -2.497 -4.158 0.365
H -3.821 -3.945 -3.299 0.342
C -5.097 -0.591 -2.055 -1.082
H -5.758 -0.150 -1.292 0.291
H -5.528 -0.411 -3.049 0.431
H -4.123 -0.078 -1.989 0.237
C 7.119 -0.402 -2.362 -1.000
Si 6.194 1.225 -2.398 -0.066
C 7.118 2.466 -1.320 -1.015
C 6.044 1.887 -4.127 -0.960
C 4.558 1.014 -1.605 -0.304
C 3.582 0.816 -0.896 0.118
H 8.116 -0.249 -2.772 0.326
H 6.580 -1.138 -2.960 0.331
H 7.195 -0.756 -1.333 0.334
H 8.117 2.618 -1.730 0.372
H 6.572 3.409 -1.310 0.322
H 7.191 2.079 -0.304 0.329
H 5.494 1.177 -4.747 0.339
H 5.512 2.839 -4.107 0.311
H 7.043 2.036 -4.535 0.313
```

Computed properties:
expectation value of S²: 0.76
E: -3266.596645 hartree
energy above the lowest of the compared OMol25 structures with the same formula, charge and spin: 56.61 kcal/mol
molar mass: 663.8 g mol⁻¹
Kohn-Sham gap (spin up / spin down): 6.626 / 3.150 eV
net charge: +1
LUMO energy (spin up / spin down): -2.72 / -6.20 eV
multiplicity: 2

=====

Formula: C29H53BN4O10S
Source: the OMol25 dataset
Level of theory: the ωB97M-V functional and the def2-TZVPD basis

Geometry as XYZ:
```
98
Properties=species:S:1:pos:R:3:mulliken_charge:R:1
C 4.681 1.755 4.099 0.092
C 3.710 1.515 3.398 -1.904
C 2.722 1.364 2.170 2.203
C 2.609 -0.127 1.635 -1.125
C 3.996 -0.879 1.430 -0.347
N 3.702 -2.354 1.611 -0.516
C 1.333 2.005 2.642 0.297
C 0.468 1.088 3.621 -0.428
C -1.041 0.931 3.073 0.111
C -1.396 0.328 1.734 -0.052
C -2.854 0.250 1.288 -0.599
C -3.908 0.808 2.224 0.923
C -5.408 0.756 1.725 -0.936
C -3.580 1.391 3.570 -0.963
C -2.142 1.445 3.978 -0.434
C 1.456 3.446 3.332 -1.003
B 0.075 4.300 3.406 0.549
C -0.842 4.704 2.173 -0.630
O -0.389 4.703 4.705 -0.622
O 2.478 4.322 2.762 -0.439
S 2.759 4.033 1.168 1.565
O 1.675 4.426 0.256 -0.668
O 3.958 4.823 0.819 -0.757
C 3.210 2.253 0.910 -0.559
O 4.595 2.067 0.598 -0.156
N 4.726 2.344 -0.781 0.109
O 4.756 1.338 -1.390 -0.234
H 5.600 2.068 4.652 0.414
H 1.948 -0.804 2.247 0.185
H 2.122 -0.069 0.602 0.325
H 4.360 -0.764 0.368 0.219
H 4.790 -0.628 2.190 0.223
H 4.086 -2.653 2.520 0.215
H 4.151 -2.889 0.859 0.195
H 0.699 2.137 1.697 0.071
H 0.927 0.088 3.864 0.626
H 0.400 1.651 4.614 0.336
H -0.561 -0.043 1.075 0.310
H -3.163 -0.176 0.284 0.285
H -5.751 -0.316 1.671 0.309
H -5.411 1.247 0.694 0.025
H -6.100 1.407 2.353 0.297
H -4.355 1.813 4.264 0.274
H -1.836 1.890 4.972 0.173
H 1.769 3.261 4.417 0.365
H -1.907 4.958 2.470 0.269
H -0.382 5.579 1.600 0.320
H -0.909 3.823 1.458 0.025
H -0.203 3.977 5.340 0.335
H 2.619 1.905 0.000 0.739
C -2.501 3.548 -0.981 -0.410
O -3.675 2.815 -1.223 -0.196
C -4.862 3.594 -1.364 -0.874
C -5.282 3.730 -2.826 -0.203
N -4.382 4.600 -3.581 -0.319
C -4.462 4.475 -5.042 -0.761
C -4.365 3.086 -5.689 -0.443
O -3.071 2.495 -5.662 -0.455
C -2.678 1.987 -4.399 -0.446
H -1.749 2.854 -0.602 -0.062
H -2.101 3.988 -1.898 0.196
H -2.664 4.332 -0.237 0.285
H -4.771 4.565 -0.867 0.428
H -5.648 3.037 -0.847 0.351
H -6.292 4.151 -2.872 0.408
H -5.319 2.720 -3.244 0.113
H -3.424 4.432 -3.300 0.186
H -3.650 5.087 -5.443 0.382
H -5.397 4.948 -5.367 0.377
H -4.594 3.217 -6.751 0.348
H -5.117 2.385 -5.312 0.343
H -3.501 1.491 -3.878 0.243
H -2.249 2.787 -3.797 0.118
H -1.885 1.253 -4.561 0.372
C 1.598 -8.193 0.876 -0.678
O 2.080 -8.705 -0.354 -0.316
C 1.197 -8.522 -1.460 -0.796
C 1.645 -7.374 -2.364 -0.140
N 1.451 -6.069 -1.736 -0.335
C 2.203 -4.961 -2.339 -0.774
C 3.714 -5.109 -2.571 -0.452
O 4.514 -5.073 -1.394 -0.426
C 4.466 -6.257 -0.615 -0.453
H 2.189 -8.637 1.679 0.232
H 1.734 -7.110 0.938 0.258
H 0.546 -8.439 1.035 0.318
H 0.157 -8.410 -1.135 0.385
H 1.256 -9.444 -2.045 0.384
H 1.067 -7.403 -3.294 0.386
H 2.695 -7.556 -2.613 0.114
H 1.693 -6.118 -0.755 0.165
H 2.050 -4.099 -1.685 0.389
H 1.725 -4.714 -3.295 0.377
H 4.030 -4.238 -3.154 0.361
H 3.970 -5.979 -3.185 0.331
H 4.462 -7.160 -1.230 0.310
H 3.604 -6.222 0.050 0.027
H 5.355 -6.282 0.022 0.343
```

Computed properties:
E: -2530.852814 hartree
molar mass: 660.6 g mol⁻¹
Kohn-Sham gap: 7.857 eV
net charge: 0
LUMO energy: -0.78 eV
structure (SMILES): C#C[C@@]1(CCN)[C@@H](Cc2ccc(C)cc2)[C@H](B(C)O)OS(=O)(=O)[C@H]1ON=O.COCCNCCOC.COCCNCCOC